A structure of composition C31H31B2N7Pd, computed with ωB97M-V/def2-TZVPD.

Structure (XYZ):
```
72
Properties=species:S:1:pos:R:3:forces:R:3
H -0.236 2.326 -4.733 0.00 0.00 0.00
N 1.503 -0.023 -2.110 0.03 0.00 -0.09
C -3.199 -5.033 1.708 0.00 0.00 0.00
H -0.219 -2.347 -4.728 0.00 0.00 0.00
H -2.382 -4.030 -2.239 -0.02 -0.01 0.00
C -1.815 -2.646 1.812 -0.01 0.03 0.02
C -2.956 -4.434 2.937 0.00 0.00 0.01
H 2.164 0.773 -4.767 0.00 0.00 0.00
H 3.552 0.782 3.880 -0.01 -0.01 0.02
C -1.939 3.188 0.617 -0.03 0.02 0.03
H -1.715 -1.419 -4.782 0.00 0.00 0.00
H 7.085 -0.271 1.702 0.01 0.00 0.00
H -1.276 -1.718 1.888 0.01 0.04 0.00
C 3.907 0.112 0.577 0.01 -0.03 0.06
B 0.055 -0.021 -2.636 -0.05 0.01 0.02
H -2.949 -4.929 -0.403 0.01 0.00 -0.01
C -2.764 4.355 3.026 0.00 0.00 0.01
C 3.142 0.031 -0.681 0.08 -0.02 0.00
C -2.749 -4.441 0.541 0.03 0.01 0.01
H -1.718 2.730 3.971 0.00 0.00 0.00
C 5.281 -0.139 0.566 -0.06 -0.07 0.01
N -0.847 1.464 -0.824 -0.11 0.12 0.01
C -1.842 -3.139 -1.976 0.02 0.04 0.01
H -3.708 5.835 1.792 0.00 0.01 0.00
C -1.258 2.235 -2.851 -0.01 -0.02 0.00
C 3.696 -0.023 -1.968 -0.06 0.05 0.00
H 1.050 0.602 5.643 0.03 0.03 0.02
C -1.596 2.625 1.842 0.01 0.00 0.01
C 3.311 0.452 1.785 -0.04 0.12 -0.03
C -1.536 2.603 -0.675 0.04 -0.06 -0.12
C -2.002 3.197 3.037 0.00 0.00 0.02
H -1.742 1.414 -4.771 0.00 0.00 0.00
N -0.696 -1.273 -2.139 0.05 0.04 0.05
N -0.685 1.243 -2.149 0.06 -0.04 0.08
N -0.882 -1.501 -0.816 -0.11 -0.15 0.04
H 2.161 -0.987 -4.713 0.00 0.00 0.00
C 5.410 0.261 2.934 0.02 -0.01 -0.02
C 0.258 -0.183 3.706 0.04 0.02 -0.06
H 3.692 -0.108 -4.670 0.00 0.00 0.00
C 4.050 0.522 2.955 -0.02 0.01 0.02
Pd 0.001 -0.011 0.452 0.18 0.02 -0.16
H 2.257 0.675 1.826 0.07 0.03 -0.01
H -1.782 3.177 -4.673 0.00 0.00 0.00
C -3.113 4.931 1.813 0.00 0.00 -0.01
H -2.994 4.818 -0.311 0.00 0.00 0.00
C -2.706 4.354 0.622 0.00 -0.01 0.00
C -1.266 -2.254 -2.858 0.00 0.02 0.00
H -3.306 -4.898 3.849 0.00 0.00 0.00
C 2.633 -0.050 -2.841 0.01 -0.03 0.03
N 0.342 -0.224 2.550 -0.05 -0.11 0.13
C -1.252 2.287 -4.341 0.00 0.01 -0.02
H -2.343 4.021 -2.196 -0.01 0.02 0.00
N 1.808 0.019 -0.787 -0.17 0.03 0.07
H 5.782 -0.409 -0.353 -0.03 -0.02 -0.05
H 0.071 -0.028 -3.825 0.01 0.01 -0.03
C 2.658 -0.095 -4.331 -0.01 0.00 -0.01
H 4.735 -0.022 -2.240 0.05 0.03 0.02
H 0.252 -1.238 5.679 -0.01 -0.03 0.02
C -2.044 -3.236 0.575 -0.01 -0.04 0.02
H -3.741 -5.968 1.658 0.00 0.00 0.00
H -0.998 1.730 1.898 0.03 -0.05 0.00
C -1.811 3.120 -1.950 0.03 -0.02 0.01
C -1.587 -2.635 -0.692 0.01 0.05 -0.11
C -1.240 -2.299 -4.348 0.00 -0.01 -0.02
B 0.144 -0.106 5.268 0.02 -0.02 -0.02
H -1.775 -3.182 -4.691 0.00 0.00 0.00
C 6.023 -0.066 1.732 0.00 0.01 0.02
C -2.261 -3.236 2.984 0.00 0.00 0.01
H 5.990 0.313 3.846 0.00 0.00 0.00
H -3.083 4.806 3.956 0.00 0.00 0.00
H -0.942 0.370 5.510 -0.04 0.02 0.01
H -2.057 -2.752 3.931 0.01 0.00 0.01
```
Forces are in eV/Å.

Results
- Total charge: 0
- Energy: -47915.1740 eV
- Spin multiplicity: 3
- Kohn-Sham gap (spin up / spin down): 8.89 / 6.61 eV

***

A structure of composition C31H31CaCl3N8O5S3, computed with ωB97M-V/def2-TZVPD.

Structure (XYZ):
```
82
Properties=species:S:1:pos:R:3:forces:R:3
H -1.109 -0.148 -1.809 0.01 0.01 -0.01
C 5.138 -1.145 0.439 -0.05 0.02 0.04
C 3.942 -1.834 0.623 0.03 -0.01 -0.03
C 5.324 -0.494 -0.763 0.01 0.00 -0.02
H -2.275 5.416 -5.034 0.00 0.00 0.00
S -0.192 -1.551 3.496 -0.04 -0.19 -0.18
H -1.090 -4.866 -0.855 0.00 -0.01 0.00
C -2.745 -2.717 0.590 -0.05 -0.03 0.03
H -5.205 0.535 0.504 0.00 0.00 0.00
C -3.788 1.820 -0.463 0.06 -0.01 0.07
H 4.496 -0.075 -2.694 -0.02 0.00 0.00
N -1.024 -4.071 1.765 0.13 -0.06 0.05
C -2.664 5.597 -2.204 0.00 -0.02 0.01
H -1.306 4.085 -0.992 0.02 0.01 0.00
Cl -4.581 1.599 -1.995 0.02 0.03 -0.04
H -2.531 5.996 -1.194 0.00 -0.01 0.00
C -3.682 1.231 1.851 0.04 -0.09 0.01
C 4.332 -0.555 -1.737 0.05 -0.04 -0.04
H -3.527 6.086 -2.655 0.00 0.00 0.00
N 0.546 0.182 -0.500 0.00 -0.09 -0.09
C -2.530 1.981 2.008 0.05 -0.04 0.00
H -2.532 -2.990 2.695 0.00 0.01 0.01
H 1.121 3.354 -1.225 -0.01 0.00 0.02
H 2.621 0.112 -3.369 -0.03 0.03 0.02
N 0.773 -2.469 6.930 0.04 -0.06 -0.01
C 0.822 2.325 -1.106 -0.07 -0.01 0.08
H 1.646 -4.986 0.202 0.00 0.00 -0.01
Ca 0.682 -2.231 0.822 -0.08 0.52 0.34
N -0.250 1.794 -1.789 0.00 0.00 -0.02
O 1.208 -2.306 -2.303 -0.03 0.06 0.04
O 1.976 -0.600 -3.465 -0.01 0.11 0.01
C -1.436 5.840 -3.032 -0.01 0.00 0.01
O 2.632 -3.306 1.966 0.24 0.08 0.04
H -2.679 -3.296 -0.336 0.00 0.01 0.00
H -1.147 3.274 1.032 -0.01 -0.01 0.00
C -2.404 -3.587 1.789 -0.01 0.00 -0.01
O -3.000 4.213 -2.151 0.00 -0.01 -0.01
C -4.315 1.137 0.622 0.02 0.01 -0.03
H -2.110 -0.915 -0.165 -0.05 0.00 0.01
H 2.099 1.351 0.402 0.01 0.00 0.00
C -0.333 -5.347 -0.231 0.01 -0.01 0.03
C 1.983 -1.184 5.049 0.04 -0.09 -0.15
H -1.939 1.878 -2.995 -0.01 0.01 0.03
C -1.268 2.562 -2.477 -0.05 0.03 -0.02
H -3.116 -4.419 1.844 0.00 0.00 0.02
C 1.304 -1.901 6.080 -0.11 0.09 0.02
C -2.043 2.675 0.913 -0.02 0.04 0.01
C -2.040 3.427 -1.465 0.03 -0.01 -0.01
N 4.295 -0.276 5.738 -0.08 0.02 -0.09
C -0.364 0.510 -1.388 -0.05 0.04 0.00
C -0.809 -5.404 1.214 -0.01 0.00 -0.03
C -0.200 6.155 -2.555 0.01 -0.05 -0.01
C 1.292 1.325 -0.310 0.12 -0.07 -0.05
H 1.186 -4.389 -1.255 0.01 0.03 -0.01
S 2.259 -0.167 2.530 0.07 -0.22 -0.05
C -1.401 5.670 -4.451 0.00 0.02 0.00
H -1.713 -6.022 1.276 0.00 0.00 0.01
C -0.167 5.856 -4.983 0.01 -0.04 0.00
S 0.997 6.235 -3.783 -0.02 0.05 0.00
H -0.041 -5.903 1.811 0.00 0.00 0.00
C 3.637 -2.622 1.864 -0.32 -0.17 -0.06
N 0.885 -4.536 -0.299 0.00 0.04 -0.04
N 2.995 -1.892 -0.299 -0.03 -0.09 -0.13
C 1.420 -1.009 3.791 -0.12 0.41 0.27
H -0.802 3.215 -3.215 0.00 -0.01 -0.03
Cl -4.326 0.356 3.201 0.01 -0.02 -0.05
C 3.178 -1.269 -1.459 -0.05 0.04 0.12
O 4.641 -2.620 2.716 0.10 0.08 0.30
H -1.763 -1.117 1.409 0.03 0.06 0.05
H 6.237 0.054 -0.952 -0.01 0.00 0.00
H 5.869 -1.114 1.232 0.00 0.00 -0.02
C 2.027 -1.437 -2.421 0.13 -0.13 -0.09
H -2.020 2.010 2.961 -0.02 0.00 -0.03
Cl 0.244 6.435 -0.917 0.00 -0.01 0.01
H 0.125 5.799 -6.019 0.00 -0.01 0.00
H 4.355 -2.957 3.581 -0.07 -0.04 -0.07
H -0.637 -3.994 2.700 -0.04 -0.01 -0.01
C 3.253 -0.648 5.406 0.24 -0.14 -0.06
H -0.196 -6.366 -0.609 0.00 0.00 -0.01
N -1.799 -1.600 0.511 -0.01 -0.08 -0.10
H -3.784 -2.385 0.691 -0.02 0.01 0.01
C -2.658 2.628 -0.337 0.00 -0.03 -0.05
```
Forces are in eV/Å.

Results
- Total charge: 0
- Energy: -143325.1235 eV
- Energy relative to the best compared isomer or geometry (same formula, charge and spin): 29.7 kJ/mol
- Kohn-Sham gap: 6.05 eV

***

Q: energy of number 2 (C31H31CaCl3N8O5S3)?
A: -143325.1235 eV

***

Q: Which value of energy does entry 2 give?
A: -143325.1235 eV

***

Q: What is the total charge in the first record?
A: 0

***

Q: Which value of total charge does entry 2 give?
A: 0